Record 1
{
  "formula": "H12O6",
  "method": "the ωB97M-V functional and the def2-TZVPD basis",
  "symbols": ["O", "H", "H", "O", "H", "H", "O", "H", "H", "O", "H", "H", "O", "H", "H", "O", "H", "H"],
  "positions_angstrom": [[1.0763, -1.1808, -1.0390], [1.1185, -1.7905, -1.7509], [0.1055, -0.9607, -0.9647], [-1.4155, -1.4808, -0.7440], [-1.9301, -0.6737, -0.8559], [-1.1076, -1.4077, 0.1415], [-0.6820, -0.5889, 1.9647], [0.2301, -0.4115, 1.7016], [-1.1498, 0.1185, 1.4783], [-1.8416, 1.1042, 0.0439], [-2.2833, 1.9406, 0.1700], [-0.8952, 1.3094, -0.1642], [0.5395, 1.6501, -0.9981], [0.8884, 0.9297, -1.4603], [1.0831, 1.7935, -0.2363], [1.9318, 0.1798, 0.9987], [2.7041, -0.1586, 1.4547], [1.6276, -0.3727, 0.2600]],
  "e_above_lowest_kj_mol": 70.1,
  "e_lumo_ev": 0.5307,
  "e_homo_ha": -0.409,
  "energy_ev": -12480.387,
  "spin_multiplicity": 1
}

***

Record 2
{
  "formula": "C5H15N3O2",
  "method": "the ωB97M-V functional and the def2-TZVPD basis",
  "symbols": ["C", "C", "C", "O", "O", "H", "H", "H", "H", "H", "H", "H", "H", "C", "N", "C", "N", "N", "H", "H", "H", "H", "H", "H", "H"],
  "positions_angstrom": [[-1.8327, 0.7862, -0.0131], [-1.6304, -0.2539, -1.8703], [-2.1041, -0.1266, 1.1725], [-1.2399, 2.0384, 0.4296], [-0.5434, -0.6783, -2.3745], [-1.8510, 2.4852, 1.0301], [0.3835, -1.4812, -1.5365], [-2.8053, 1.0850, -0.4249], [-2.2903, -1.0047, -1.4130], [-2.1446, 0.5539, -2.4109], [-2.7245, 0.3549, 1.9417], [-1.1732, -0.4531, 1.6440], [-2.6352, -1.0242, 0.8482], [2.9826, -0.8783, 0.6539], [0.9711, 0.3681, 0.0171], [1.6491, -0.7581, -0.0223], [1.5382, 1.4886, 0.6826], [1.1623, -1.7573, -0.7434], [-0.0988, 0.4456, -0.2805], [1.9585, 2.0904, -0.0259], [0.7376, 1.9871, 1.0693], [1.7215, -2.5898, -0.8282], [3.2749, -1.9223, 0.7586], [2.9490, -0.3947, 1.6274], [3.7451, -0.3608, 0.0685]],
  "e_above_lowest_kj_mol": 333.1,
  "e_lumo_ev": 0.7958,
  "e_homo_ha": -0.275,
  "energy_ev": -13990.021,
  "spin_multiplicity": 1
}